[1]
Entry from the OMol25 dataset: a structure of composition C51H48FILaN6O5PSSe2Te2 in a non-equilibrium geometry (ωB97M-V/def2-TZVPD).

Results
Energy relative to the best compared isomer or geometry (same formula, charge and spin) in kJ/mol: 105.99
E in a.u.: -9184.869553
HOMO in eV: -6.46

ORCA input file:
```
! wB97M-V def2-TZVPD RIJCOSX def2/J DEFGRID3
* xyz 0 1
La -1.21910 -1.89782 -0.88344
Se -1.11767 -1.61491 -3.92614
Te -2.71234 -3.42814 -4.52787
Te -1.27367 -5.44205 -3.52955
Se -1.50609 -4.81192 -1.10553
C -2.45025 2.00708 6.29799
C -3.33681 2.15593 5.01903
C -3.79716 3.61448 4.77938
C -2.55751 4.40346 4.36169
C -1.68718 3.74337 3.31956
C -0.80523 4.44895 2.53963
C -0.05396 3.76306 1.54217
F 0.93859 4.53302 1.01256
C -0.26517 2.47099 1.20123
C -1.26428 1.77626 1.91364
C -1.60579 0.42755 1.55199
O -1.20400 0.04474 0.40894
C -2.35133 -0.30942 2.47818
C -2.83316 0.31656 3.56095
N -2.70862 1.62353 3.81682
C -1.88101 2.39113 3.02581
C -2.30076 -1.85630 2.51949
O -2.66917 -2.31991 3.59510
O -1.77187 -2.46275 1.54027
H -3.05496 2.35824 7.13693
H -1.54722 2.60143 6.27929
H -2.15569 0.95586 6.46439
H -4.25466 1.60939 5.23568
H -4.34820 3.97258 5.63594
H -4.51962 3.57190 3.97040
H -1.98348 4.64309 5.23293
H -2.82487 5.34714 3.90372
H -0.61061 5.51259 2.68698
H 0.25890 1.93802 0.40029
H -3.34195 -0.25245 4.35467
I 2.14184 -3.85870 -2.22473
C 4.03520 -3.05295 -1.75465
C 4.85225 -2.79146 -2.78258
C 6.21917 -2.40867 -2.65175
C 6.75494 -2.40160 -1.39268
C 5.90431 -2.68329 -0.27552
C 6.52638 -2.77820 0.99012
C 5.79609 -3.14623 2.07708
C 4.40757 -3.25615 1.94474
C 3.71785 -3.16417 0.78388
P 1.89543 -2.91565 1.05686
C 1.96026 -1.45712 2.14208
C 0.88275 -1.30963 3.01379
C 0.77260 -0.21292 3.86321
C 1.74803 0.75464 3.84339
C 2.80116 0.62790 2.91444
C 2.92730 -0.49012 2.11422
C 1.46248 -4.29580 2.29422
C 1.61946 -4.18277 3.67380
C 1.14133 -5.14866 4.56651
C 0.54425 -6.31232 4.06247
C 0.46211 -6.46377 2.69782
C 0.81944 -5.44001 1.83206
C 4.49321 -2.93242 -0.40996
H 4.41515 -2.84073 -3.77646
H 6.80098 -2.26318 -3.52044
H 7.81902 -2.27036 -1.23391
H 7.58701 -2.60240 1.08426
H 6.26520 -3.26428 3.02226
H 3.86943 -3.49236 2.86788
H 0.11372 -2.04735 3.05309
H -0.16354 -0.11993 4.46165
H 1.63064 1.69023 4.40621
H 3.59038 1.36107 2.86983
H 3.79666 -0.62047 1.47923
H 2.03505 -3.31026 4.13494
H 1.25926 -4.99578 5.61045
H 0.16425 -7.08473 4.70960
H -0.01168 -7.33862 2.25786
H 0.70259 -5.59583 0.79314
C -0.65151 3.33638 -6.61299
C -0.73679 2.38706 -5.42585
C 0.66825 1.82831 -5.14543
N 0.91297 1.03223 -3.94497
C 0.69585 1.28093 -2.67319
S 1.10014 0.08951 -1.54496
N 0.16801 2.51967 -2.25596
C 0.31912 3.84448 -2.66822
O -0.57800 4.60158 -2.45135
C 1.58475 4.27428 -3.37634
C 2.80754 3.74299 -3.04304
C 3.95628 4.17749 -3.72042
C 3.88900 5.19625 -4.67010
C 2.66422 5.82256 -4.84668
C 1.53355 5.37438 -4.23011
H -1.67296 3.58984 -6.88030
H -0.15168 2.89210 -7.47708
H -0.15890 4.27398 -6.32029
H -1.36633 1.51765 -5.57392
H -1.13300 2.90870 -4.54805
H 1.45783 2.63597 -5.23812
H 0.92551 1.15496 -5.96728
H 1.18907 0.07869 -4.09038
H -0.45861 2.44145 -1.45375
H 2.88468 2.94564 -2.31373
H 4.86210 3.67798 -3.50292
H 4.81921 5.44390 -5.14859
H 2.58067 6.70515 -5.45758
H 0.60433 5.85841 -4.36807
C -7.30703 -2.23293 -2.50452
N -5.97083 -1.81283 -2.33825
C -5.55735 -0.47881 -2.70270
C -4.21741 -0.38181 -1.95592
O -3.57418 0.64975 -1.86606
N -3.90335 -1.60429 -1.42510
C -5.00732 -2.38070 -1.56512
N -5.15994 -3.61737 -1.05774
H -7.98938 -1.41276 -2.37914
H -7.61254 -2.99409 -1.78090
H -7.51516 -2.66888 -3.49996
H -6.30447 0.25780 -2.37575
H -5.40075 -0.40139 -3.80283
H -4.24474 -4.05912 -0.83769
H -5.89452 -4.21474 -1.37023
*
```


[2]
Entry from the OMol25 dataset: a structure of composition C51H49F6N5O2P2S3Sn in a non-equilibrium geometry (ωB97M-V/def2-TZVPD).

Results
Energy relative to the best compared isomer or geometry (same formula, charge and spin) in kJ/mol: 108.52
E in a.u.: -5087.974240
HOMO in eV: -1.37

ORCA input file:
```
! wB97M-V def2-TZVPD RIJCOSX def2/J DEFGRID3
* xyz -2 1
Sn -1.22255 -0.34944 1.94345
S 0.58104 -2.65595 2.40601
P 1.92959 -2.08488 1.00263
C 2.02517 -0.52167 0.31648
P 2.87757 0.58499 1.29279
S 2.58444 0.84468 3.25250
C 2.63074 2.22002 0.43957
C 1.82823 2.32383 -0.69005
C 1.58815 3.56355 -1.27717
C 2.14962 4.71258 -0.73665
C 2.93867 4.62101 0.40544
C 3.17609 3.38140 0.98738
C 4.73037 0.53592 1.05462
C 5.63087 0.39893 2.10234
C 7.00087 0.33969 1.85717
C 7.48407 0.42333 0.55963
C 6.58891 0.55044 -0.49832
C 5.22511 0.59751 -0.25035
C 3.55859 -2.78024 1.50139
C 3.85425 -2.99649 2.84428
C 5.13957 -3.36323 3.23089
C 6.13646 -3.51994 2.28013
C 5.85399 -3.29255 0.93787
C 4.57695 -2.91012 0.55372
C 1.44126 -3.13663 -0.42931
C 1.97842 -4.38281 -0.73886
C 1.51278 -5.09707 -1.84156
C 0.47543 -4.59734 -2.61474
C -0.11257 -3.38200 -2.27311
C 0.37355 -2.65898 -1.19387
H 1.38044 1.41718 -1.07602
H 0.95333 3.62794 -2.15576
H 1.96885 5.67919 -1.19564
H 3.35106 5.52067 0.85060
H 3.77795 3.29878 1.88703
H 5.24502 0.35864 3.11422
H 7.69397 0.22266 2.68370
H 8.55186 0.39105 0.36894
H 6.95929 0.60801 -1.51701
H 4.51840 0.68790 -1.06947
H 3.05715 -2.87798 3.56837
H 5.36407 -3.52012 4.28017
H 7.13905 -3.80718 2.57952
H 6.63380 -3.39908 0.19202
H 4.35385 -2.70124 -0.48662
H 2.75775 -4.79705 -0.11068
H 1.96151 -6.05359 -2.08991
H 0.11120 -5.16081 -3.46773
H -0.95750 -3.00286 -2.84111
H -0.07533 -1.71725 -0.89210
C -4.27964 -2.49604 -0.53395
C -5.19907 -2.89985 0.42375
C -4.83422 -2.89985 1.75734
C -3.56585 -2.45260 2.12520
N -2.68430 -2.08678 1.18671
C -3.02894 -2.10494 -0.09853
C -3.15418 -2.23946 3.53435
C -3.81623 -2.87070 4.58982
C -3.47872 -2.57656 5.90026
C -2.45284 -1.67319 6.16249
C -1.77668 -1.07114 5.10960
C -2.11563 -1.32458 3.78080
H -4.53383 -2.43424 -1.58378
H -6.20426 -3.18079 0.13467
H -5.55271 -3.17320 2.51742
H -2.27640 -1.76696 -0.80263
H -4.59305 -3.60345 4.39544
H -4.01260 -3.04930 6.71735
H -2.18354 -1.44657 7.18926
H -0.95967 -0.38558 5.32129
N -0.23805 3.04548 3.92112
N -0.50106 2.39868 2.66715
H 0.56950 3.65194 3.82594
H 0.06636 2.30376 4.53776
H 0.36370 2.10665 2.22376
H -0.95080 3.06301 2.05078
C -3.77003 1.76066 3.66265
C -4.21557 1.37911 2.23398
O -3.43735 0.49992 1.55875
C -4.33516 2.70212 1.40364
F -3.11367 3.22830 1.18259
F -4.91266 2.52485 0.19719
F -5.05488 3.69196 2.01421
C -5.65680 0.78396 2.36115
F -6.17592 0.36656 1.19066
F -6.56833 1.65900 2.89044
F -5.66047 -0.28582 3.18700
H -2.70768 2.00190 3.63684
H -3.91459 0.90166 4.31637
H -4.33358 2.61305 4.04272
C 1.99281 2.18534 -4.38836
C 2.47544 0.81384 -3.92377
C 1.31910 -0.10611 -3.53652
N 0.56335 0.42712 -2.42100
C -0.69459 0.90265 -2.42431
S -1.42966 1.40527 -1.05136
N -1.29456 1.02498 -3.71913
C -2.61311 0.67760 -3.94268
O -3.16181 -0.23321 -3.37666
C -3.31023 1.51234 -4.97320
C -2.76860 1.76662 -6.22665
C -3.47565 2.52483 -7.15040
C -4.71501 3.05114 -6.81675
C -5.25041 2.80765 -5.55772
C -4.55933 2.02766 -4.64396
H 2.83339 2.82850 -4.65235
H 1.42470 2.68144 -3.59745
H 1.35220 2.09005 -5.27273
H 3.13874 0.92577 -3.06280
H 3.04433 0.33177 -4.72394
H 1.71042 -1.08543 -3.25869
H 0.64356 -0.23167 -4.38227
H 0.97009 0.32853 -1.48862
H -0.92765 1.77823 -4.28036
H -1.80309 1.35137 -6.49679
H -3.06136 2.70459 -8.13519
H -5.26138 3.65424 -7.53139
H -6.21244 3.22472 -5.28604
H -4.96116 1.82582 -3.65729
*
```


[3]
Entry from the OMol25 dataset: a cluster of 7 separate species, C51H49F9O15PS2 in total in a non-equilibrium geometry (ωB97M-V/def2-TZVPD).

Results
Energy relative to the best compared isomer or geometry (same formula, charge and spin) in kJ/mol: 0.00
E in a.u.: -5137.334841
HOMO in eV: -10.98

ORCA input file:
```
! wB97M-V def2-TZVPD RIJCOSX def2/J DEFGRID3
* xyz 1 1
C -1.13615 6.25856 -0.13809
C -0.71447 6.01730 1.11734
C -0.25422 4.65941 1.46407
O 0.81111 4.47572 1.98541
O -1.06077 3.63832 1.07896
C -0.84485 2.42845 1.80330
C -1.32297 2.49058 3.26221
C -0.25698 2.06199 4.30095
C -0.51936 0.67428 4.92457
C 0.63430 -0.34426 4.75465
C 0.31682 -1.37953 3.66034
S 1.80094 -1.71412 2.68111
C 1.98323 -0.21937 1.67182
C 2.48079 -0.47751 0.24791
C 2.08561 0.70706 -0.66103
C 1.28433 0.29015 -1.88808
C 0.02579 -0.47645 -1.51652
F -0.36892 -0.24762 -0.23743
F 0.31208 -1.82250 -1.54579
C -1.17653 -0.32913 -2.50628
F -1.92462 -1.43589 -2.47207
F -0.64783 -0.23138 -3.73601
S -2.31656 1.16890 -2.21767
F -2.76681 0.50761 -0.84032
F -3.49645 0.43824 -2.96856
F -1.89786 1.85313 -3.57035
F -1.13598 1.94946 -1.48587
F -3.26822 2.37307 -1.90797
P 1.06598 -3.34990 1.46094
O 0.85384 -4.46936 2.38213
H -0.77760 7.12757 -0.68036
H -1.84723 5.61790 -0.65183
H -0.77775 6.80013 1.86569
H 0.20901 2.14798 1.75438
H -1.42154 1.68041 1.25908
H -2.18740 1.83116 3.35118
H -1.65286 3.50570 3.48171
H 0.73401 2.09046 3.83968
H -0.25057 2.81942 5.08387
H -0.72103 0.76229 5.99133
H -1.42702 0.26167 4.48158
H 1.55567 0.19718 4.52431
H 0.80086 -0.83983 5.70973
H -0.44381 -0.99495 2.98307
H -0.01587 -2.32930 4.07635
H 2.62013 0.46958 2.22559
H 0.98611 0.21791 1.62591
H 2.10741 -1.42172 -0.14153
H 3.56880 -0.55363 0.26017
H 2.99770 1.18464 -1.01441
H 1.54814 1.47336 -0.09885
H 1.86446 -0.34426 -2.55567
H 1.00647 1.19199 -2.43117
H 2.07923 -3.50457 0.50756
H -0.08014 -2.82898 0.84087
C -3.96992 -4.34226 1.61518
C -3.07489 -3.52909 2.17014
C -3.46119 -2.18805 2.66819
O -2.63838 -1.44096 3.17266
C -4.87703 -1.78119 2.53660
C -5.77699 -2.58909 1.98184
C -5.39675 -3.93512 1.47608
O -6.20916 -4.67340 0.97429
H -3.71758 -5.32843 1.24555
H -2.03516 -3.81292 2.29326
H -5.12923 -0.79801 2.91306
H -6.81850 -2.31539 1.87133
C -8.88386 4.12736 -1.57193
C -9.32475 2.87202 -1.57573
C -8.38379 1.72414 -1.62477
O -8.77955 0.57913 -1.62540
C -6.93122 2.03210 -1.67044
C -6.49058 3.28614 -1.66611
C -7.43147 4.43501 -1.61475
O -7.02447 5.57557 -1.60632
H -9.54995 4.97991 -1.53641
H -10.37770 2.62296 -1.54326
H -6.26514 1.17859 -1.70683
H -5.43810 3.53373 -1.69718
C 4.26821 -0.68259 -5.09230
C 4.65463 -1.53504 -6.03704
C 5.61603 -2.63023 -5.73673
O 5.97116 -3.40262 -6.59636
C 6.12684 -2.73677 -4.34326
C 5.73345 -1.88042 -3.40367
C 4.77529 -0.79446 -3.70457
O 4.40808 -0.01438 -2.84191
H 3.57201 0.12433 -5.28477
H 4.29816 -1.47790 -7.05752
H 6.82334 -3.54025 -4.14474
H 6.09121 -1.93608 -2.38295
C 10.29025 -7.01641 -2.61615
C 9.23532 -6.47286 -3.21701
C 8.17886 -5.78434 -2.43809
O 7.21496 -5.28954 -2.99071
C 8.33694 -5.72129 -0.96531
C 9.39035 -6.26359 -0.36192
C 10.45324 -6.95488 -1.14045
O 11.41139 -7.44563 -0.58961
H 11.07507 -7.52490 -3.16121
H 9.09325 -6.50382 -4.28978
H 7.55050 -5.21354 -0.42138
H 9.53082 -6.23280 0.71099
C -1.30638 -6.76939 -4.63142
C -2.29039 -7.25960 -3.88161
C -3.06837 -6.38934 -2.96261
O -3.95756 -6.83219 -2.27059
C -2.70929 -4.94761 -2.91756
C -1.72596 -4.45886 -3.66675
C -0.94503 -5.33054 -4.58173
O -0.04579 -4.87675 -5.25569
H -0.72419 -7.38419 -5.30588
H -2.57179 -8.30474 -3.89838
H -3.29334 -4.33244 -2.24353
H -1.44312 -3.41579 -3.65101
C 0.66178 8.48857 4.66024
C 0.84112 8.77486 5.94635
C 0.10509 9.89041 6.59761
O 0.26886 10.14951 7.76836
C -0.83786 10.67265 5.75644
C -1.01642 10.38600 4.46992
C -0.28231 9.27119 3.82338
O -0.44496 9.00333 2.65046
H 1.18636 7.68314 4.16054
H 1.52294 8.22142 6.57943
H -1.36140 11.47942 6.25321
H -1.69645 10.94089 3.83631
*
```


[4]
Entry from the OMol25 dataset: a structure of composition C51H50N7O5P2SY (ωB97M-V/def2-TZVPD).

Results
Energy relative to the best compared isomer or geometry (same formula, charge and spin) in kJ/mol: 113.06
E in a.u.: -3852.404946
HOMO in eV: -7.43

ORCA input file:
```
! wB97M-V def2-TZVPD RIJCOSX def2/J DEFGRID3
* xyz 0 1
Y 0.70563 -0.14578 -0.61250
C -6.66947 2.62806 0.67221
C -5.49505 1.72506 0.42540
C -5.57876 0.37393 0.45281
C -4.46634 -0.48232 0.14912
C -4.78359 -1.83645 0.21871
N -4.22191 -2.89282 -0.34824
C -3.43723 -2.87735 -1.57268
C -2.25580 -3.83185 -1.52888
C -1.60190 -3.88920 -2.90144
N -1.26248 -2.53296 -3.29879
C -1.06335 -2.11807 -4.51204
C -0.68407 -0.80170 -4.82830
C -0.46380 -0.47098 -6.18603
C -0.02988 0.76657 -6.56573
C 0.25661 1.12698 -7.99599
C 0.22147 1.69004 -5.53284
C 0.02433 1.42955 -4.19598
C 0.49949 2.43864 -3.25633
N 0.60227 2.33888 -1.99399
C 1.28399 3.48391 -1.37740
C 0.34605 4.51942 -0.76221
C -0.38410 4.07028 0.50283
N -1.68069 3.46364 0.23470
C -1.76807 2.21291 0.10635
C -3.07433 1.52861 0.03969
C -4.20066 2.27395 0.22703
C -3.13175 0.07784 -0.06807
O -2.11259 -0.63158 -0.23193
C -0.47966 0.15890 -3.78418
O -0.73865 -0.11851 -2.56478
H -7.59910 2.06132 0.71495
H -6.76403 3.37224 -0.12019
H -6.55996 3.16982 1.61407
H -6.53362 -0.09872 0.66294
H -5.65174 -2.08745 0.82364
H -4.62672 -3.78438 -0.10689
H -3.09871 -1.85916 -1.73290
H -4.11026 -3.14872 -2.39537
H -2.57192 -4.83942 -1.24590
H -1.52919 -3.48033 -0.79238
H -2.29490 -4.29870 -3.64193
H -0.70435 -4.51005 -2.88554
H -1.06388 -1.82319 -2.57614
H -1.19521 -2.84040 -5.31452
H -0.63176 -1.23976 -6.93441
H -0.15675 0.38479 -8.67835
H 1.33244 1.18469 -8.17317
H -0.17177 2.09678 -8.25331
H 0.63462 2.65802 -5.80039
H 0.88505 3.33705 -3.75288
H 1.91582 3.97902 -2.12269
H 1.94454 3.10246 -0.60044
H -0.38263 4.85812 -1.50461
H 0.96600 5.38321 -0.50822
H -0.58840 4.95112 1.11463
H 0.25608 3.39806 1.08111
H -0.89120 1.56209 0.14559
H -4.06287 3.34820 0.29453
N 0.52654 -2.00409 3.06641
P -0.69016 -0.88424 2.59293
C -2.09964 -1.59989 3.51114
C -2.84696 -2.56738 2.84226
C -3.89549 -3.21596 3.47761
C -4.21538 -2.88909 4.78831
C -3.47833 -1.92339 5.46033
C -2.42142 -1.28335 4.82819
C -0.30160 0.59068 3.59910
C -1.13589 1.69832 3.45522
C -0.83763 2.89086 4.09223
C 0.30920 2.99125 4.87160
C 1.14419 1.89354 5.01589
C 0.83972 0.69391 4.38358
P 1.80641 -2.15369 1.94277
C 3.24498 -2.28040 3.07795
C 4.33492 -1.42895 2.94064
C 5.39534 -1.49753 3.83936
C 5.37217 -2.41441 4.87639
C 4.29081 -3.27932 5.01226
C 3.23947 -3.21480 4.11565
C 1.69685 -3.89809 1.41148
C 0.51950 -4.63213 1.49221
C 0.45882 -5.92417 0.98365
C 1.57079 -6.48584 0.37667
C 2.74667 -5.75232 0.27986
C 2.80959 -4.46928 0.79482
H 0.24791 -2.79147 3.63817
H -2.58916 -2.80469 1.81544
H -4.46494 -3.97686 2.95591
H -5.03696 -3.38691 5.28734
H -3.72576 -1.66985 6.48313
H -1.85017 -0.52946 5.35566
H -2.02189 1.63240 2.83002
H -1.49030 3.74619 3.96966
H 0.55220 3.92616 5.36033
H 2.03981 1.96871 5.62006
H 1.49760 -0.16050 4.49089
H 4.36353 -0.72785 2.11632
H 6.24111 -0.83228 3.72068
H 6.19751 -2.46644 5.57502
H 4.27440 -4.00762 5.81320
H 2.40949 -3.90572 4.21757
H -0.36918 -4.19409 1.93397
H -0.46200 -6.48994 1.06015
H 1.52265 -7.48909 -0.02661
H 3.61319 -6.17850 -0.20842
H 3.72855 -3.89982 0.70810
O 3.19175 0.26416 0.45034
C 2.60094 1.15384 1.06325
O 1.33655 1.33910 0.98109
H 3.15357 1.84269 1.72596
O 1.66839 -3.85151 -2.56259
C 1.20203 -3.06494 -1.80923
N 0.66594 -2.29751 -1.06715
S 3.66109 0.93547 -4.43778
C 2.85470 0.36488 -3.15750
N 2.23793 -0.03663 -2.24358
*
```